Here is a single C3H8N2O molecule in a non-equilibrium geometry from the OMol25 dataset. Energies are from ωB97M-V/def2-TZVPD.

The geometry in XYZ format:
```
14
Properties=species:S:1:pos:R:3:nbo_charge:R:1
C 0.52099 -1.35730 -2.09386 -0.263
C -0.09593 0.25107 -0.50069 -0.141
C -0.18986 0.56386 0.93832 0.398
H -0.32504 -1.04831 -2.77244 0.168
H 0.73325 -2.46229 -2.32132 0.205
H 1.42391 -0.76444 -2.47961 0.171
H -0.96360 0.67221 -1.09246 0.179
H 0.79840 0.84529 -0.85843 0.194
H -1.76723 1.93626 0.70438 0.383
H -0.66115 2.15390 2.12376 0.400
H 0.87841 -0.90352 1.50530 0.353
N -0.70672 1.83485 1.11470 -0.830
N 0.30196 -0.14882 1.88501 -0.682
O 0.16315 -1.12214 -0.73372 -0.534
```

Properties
- energy above the lowest of the compared OMol25 structures with the same formula, charge and spin (eV) = 2.138
- LUMO (eV) = 0.86
- SMILES string = [H]/N=C(/N)COC
- frontier orbital gap (eV) = 10.460
- strongest force on any atom (eV/A) = 3.91
- total charge = 0
- E_HOMO (eV) = -9.60

Here is 2 unconnected molecules or ions with the total composition C7H9N in a non-equilibrium geometry from the OMol25 dataset. Energies are from ωB97M-V/def2-TZVPD.

The geometry in XYZ format:
```
17
Properties=species:S:1:pos:R:3:mulliken_spin:R:1
C -0.31428 -0.47041 2.02718 0.555
C -0.58459 0.47738 3.07604 0.384
C 1.20722 0.48381 -2.07877 0.074
C 0.51183 1.19431 -0.94081 0.069
C -1.00561 -1.10715 -1.19736 0.032
C 0.15876 -1.34221 -0.35429 0.829
C 0.25339 -0.17222 -1.17557 -0.004
N 0.48340 -0.60044 3.00254 0.033
H -0.40736 1.54205 2.97262 0.012
H -1.52344 0.13176 3.66639 0.003
H 0.68673 0.75199 -2.99529 0.005
H 2.35322 0.36062 -2.22372 -0.005
H 0.91644 1.42889 0.03101 -0.014
H -0.26377 1.94131 -1.21174 0.007
H -1.21445 -1.74483 -2.05637 0.032
H -1.86984 -0.71807 -0.85534 0.015
H 0.61233 -2.15681 0.31348 -0.026
```

Properties
- energy above the lowest of the compared OMol25 structures with the same formula, charge and spin (eV) = 3.687
- spin multiplicity = 3
- LUMO (alpha / beta) (eV) = 1.06 / -2.06
- frontier orbital gap (alpha / beta) (eV) = 8.048 / 7.826
- strongest force on any atom (eV/A) = 4.31
- total charge = 0
- E_HOMO (alpha / beta) (eV) = -6.99 / -9.89

Here is 4 unconnected molecules or ions with the total composition C11H27ClFN4O6PS from the OMol25 dataset. Energies are from ωB97M-V/def2-TZVPD.

The geometry in XYZ format:
```
52
Properties=species:S:1:pos:R:3:nbo_charge:R:1
C -1.13675 1.74996 -0.05272 -0.624
C -2.36407 1.27168 -0.81879 -0.236
N -3.44129 0.79541 0.12587 -1.017
P -4.89444 1.75313 0.34358 1.280
O -5.34975 2.00554 -1.20764 -0.994
Cl -3.94001 3.53454 0.59435 -0.285
S -3.65481 -0.81772 -0.02608 2.554
O -4.30484 -1.17130 -1.24266 -0.930
O -2.48996 -1.50457 0.38472 -0.894
F -4.72577 -1.00294 1.09965 -0.476
H -0.41431 0.94574 0.06224 0.231
H -1.40020 2.09359 0.94457 0.231
H -0.65167 2.56934 -0.58312 0.222
H -2.79920 2.03976 -1.45702 0.220
H -2.09776 0.43276 -1.46344 0.213
H -6.17758 1.54259 -1.39093 0.509
C 2.07058 0.35118 1.91846 0.526
O 1.32973 1.31704 1.85734 -0.644
N 1.78566 -0.78217 2.58544 -0.424
C 2.72021 -1.88928 2.63316 -0.415
C 0.50425 -0.88143 3.26136 -0.417
H 3.05106 0.31902 1.41419 0.111
H 2.28023 -2.78888 2.19775 0.192
H 3.00573 -2.10669 3.66527 0.188
H 3.61636 -1.62072 2.07717 0.247
H -0.31770 -0.77843 2.55147 0.219
H 0.40082 -0.09605 4.01112 0.210
H 0.43939 -1.85376 3.74456 0.202
C -4.84752 1.25694 -4.77353 0.522
O -4.74821 2.27346 -5.43331 -0.625
N -5.09325 0.03565 -5.29353 -0.430
C -5.19646 -1.14422 -4.46009 -0.407
C -5.24801 -0.08052 -6.73149 -0.415
H -4.74250 1.24696 -3.67537 0.111
H -4.43298 -1.87757 -4.72852 0.195
H -6.17857 -1.61157 -4.56468 0.190
H -5.04969 -0.86138 -3.42055 0.230
H -4.34810 0.25799 -7.24617 0.213
H -6.07981 0.53153 -7.08211 0.212
H -5.43603 -1.12249 -6.98135 0.200
C 6.31683 -0.32913 2.22145 0.531
O 5.80048 -1.32772 1.75179 -0.640
N 7.40664 -0.34140 3.01044 -0.424
C 7.98440 0.87282 3.54520 -0.399
C 8.01463 -1.62273 3.32626 -0.416
H 5.92598 0.68472 2.03384 0.112
H 9.01408 0.99823 3.20472 0.198
H 7.97813 0.86026 4.63685 0.198
H 7.40236 1.72822 3.20681 0.213
H 8.33267 -2.13215 2.41653 0.216
H 7.30370 -2.26976 3.84051 0.214
H 8.87730 -1.45348 3.96644 0.203
```

Properties
- LUMO (eV) = 0.52
- SMILES string = CCN(P(O)Cl)S(=O)(=O)F.CN(C)C=O.CN(C)C=O.CN(C)C=O
- frontier orbital gap (eV) = 9.586
- strongest force on any atom (eV/A) = 0.46
- total charge = 0
- E_HOMO (eV) = -9.07

Here is a single C3H5N3 molecule in a non-equilibrium geometry from the OMol25 dataset. Energies are from ωB97M-V/def2-TZVPD.

The geometry in XYZ format:
```
11
Properties=species:S:1:pos:R:3:nbo_charge:R:1
N -1.32453 1.78883 0.78726 -0.628
C -0.36651 1.25144 0.21074 0.448
C -0.65412 -1.59884 -0.29381 -0.191
N 0.61856 -1.48873 -0.48769 -0.428
C 1.36771 -0.41421 -0.27130 0.048
N 0.86742 0.83166 0.18813 -0.561
H -2.07995 1.99008 0.12305 0.376
H -1.26120 -0.87122 0.24586 0.149
H -1.14126 -2.52731 -0.59439 0.177
H 2.41875 -0.54935 -0.06307 0.184
H 1.55512 1.58764 0.15521 0.426
```

Properties
- energy above the lowest of the compared OMol25 structures with the same formula, charge and spin (eV) = 4.321
- LUMO (alpha / beta) (eV) = 0.19 / -0.03
- frontier orbital gap (alpha / beta) (eV) = 7.274 / 6.775
- strongest force on any atom (eV/A) = 1.48
- total charge = 0
- E_HOMO (alpha / beta) (eV) = -7.09 / -6.80

Here is a molecular structure, C13H23Al3BBrF8KMgN5O11P3S in a non-equilibrium geometry from the OMol25 dataset. Energies are from ωB97M-V/def2-TZVPD.

The geometry in XYZ format:
```
71
Properties=species:S:1:pos:R:3:mulliken_charge:R:1
N 3.24783 1.73526 -3.73896 -0.416
C 2.18240 0.78047 -3.49049 -0.784
C 1.50133 1.00548 -2.15062 0.406
C 1.91029 0.30141 -1.01954 -0.503
N 1.42648 0.41580 0.13340 -0.436
C 0.43120 1.30864 0.17491 -0.918
C -0.18591 1.54746 1.38925 0.202
C -1.14687 2.40762 1.54835 -0.310
C -1.65723 3.13142 0.46280 -0.231
P -2.99175 4.32368 0.88830 0.667
O -2.51099 5.64719 0.55974 -0.608
C -1.16638 2.95854 -0.73217 0.338
P -1.87590 3.98761 -2.24370 0.251
O -3.54221 4.14970 -2.09358 -0.374
O -1.74964 3.01248 -3.70064 -0.397
C -0.02796 1.98020 -0.86798 0.270
N 0.54604 1.82757 -2.12227 -0.146
H 2.71490 2.77001 -3.63830 0.369
H 3.90719 1.70354 -2.95602 0.377
H 2.57016 -0.22634 -3.60813 0.549
H 1.45330 0.97678 -4.25895 0.204
H 2.73351 -0.37485 -1.13147 0.533
H 0.15671 1.01257 2.25149 0.499
H -1.56556 2.56003 2.52717 0.547
H -3.27169 4.18062 2.25878 0.120
H -4.17010 4.05448 0.17327 0.080
H -3.82650 3.38007 -1.58661 0.298
H -1.99725 3.53134 -4.47463 0.241
K -2.04579 1.32628 -2.71743 1.096
B -0.80337 1.05619 -7.36884 0.171
F -1.38967 2.10008 -8.00763 -0.322
F -1.23054 -0.18201 -7.92279 -0.328
F 0.54303 1.20027 -7.31750 -0.286
F -1.28388 0.90297 -6.03661 -0.152
O -2.60206 2.93053 3.98287 -0.373
P -2.21627 1.73036 4.88170 0.830
O -2.37997 0.44278 4.12312 -0.209
O -3.08814 1.63108 6.11174 -0.530
O -0.74448 2.02764 5.21275 -0.291
Mg -3.52045 -0.16843 -5.33402 1.247
Al -0.87939 3.60592 4.26001 0.434
F -1.14760 -1.74254 -4.89796 -0.140
Al -2.52977 -2.60330 -5.01301 0.507
F -3.75837 -1.57673 -4.33450 -0.420
F -2.37405 -3.99631 -4.20417 -0.199
F -2.95655 -2.91741 -6.73066 -0.171
Br 3.11794 4.37444 -3.52200 0.112
Al -3.30736 -1.60696 -8.17107 0.968
O -1.38298 -3.53976 1.36697 -0.720
S -0.91047 -2.85339 2.52416 1.255
O 0.00391 -1.74985 2.38816 -0.530
O -0.31209 -3.91078 3.52958 -0.256
C 0.73542 -4.79927 3.07155 -0.472
C 2.08200 -4.10957 2.93665 -0.864
C -2.25824 -2.34349 3.52026 -0.931
H 0.43232 -5.26957 2.13423 0.330
H 0.81052 -5.58362 3.81894 0.294
H 2.06996 -3.34826 2.15667 0.221
H 2.85347 -4.83252 2.68727 0.465
H 2.34500 -3.61683 3.87048 0.215
H -2.94320 -3.17472 3.65998 0.451
H -2.75308 -1.53305 3.00035 0.298
H -1.86934 -1.99397 4.46977 0.268
C 5.16100 -2.88587 4.63316 0.724
O 4.76672 -3.83209 3.95222 -0.564
N 5.60715 -3.05820 5.90553 -0.383
N 5.17701 -1.60470 4.15649 -0.371
H 5.93841 -2.31087 6.48720 0.177
H 5.60295 -3.99367 6.27140 0.237
H 4.85205 -1.46185 3.22094 0.207
H 5.49285 -0.81772 4.69065 0.176
```

Properties
- LUMO (eV) = -13.22
- frontier orbital gap (eV) = 1.371
- strongest force on any atom (eV/A) = 7.19
- total charge = +3
- E_HOMO (eV) = -14.60

Here is 2 unconnected molecules or ions with the total composition C2H9N5 in a non-equilibrium geometry from the OMol25 dataset. Energies are from ωB97M-V/def2-TZVPD.

The geometry in XYZ format:
```
16
Properties=species:S:1:pos:R:3:nbo_charge:R:1
C 1.74224 -1.04502 -0.27213 -0.453
N 0.68580 -0.02319 -0.21010 -0.171
N 1.09667 1.29351 -0.49664 -0.635
H -0.38344 0.28543 1.04043 0.373
H 1.80174 1.57012 0.18446 0.365
H 1.51425 1.31562 -1.42533 0.338
H 2.58986 -0.71312 0.33228 0.211
H 1.36727 -1.98807 0.12768 0.241
H 2.04884 -1.16755 -1.31328 0.190
C -2.36934 1.00376 1.25872 -0.084
N -0.55345 -0.31577 -0.85292 0.029
N -1.33515 0.44510 1.74042 -0.651
N -0.80178 -1.52986 -0.92146 -0.394
H -1.77341 -1.65846 -1.22386 0.345
H -2.38359 1.24042 0.16814 0.137
H -3.24653 1.28709 1.86359 0.158
```

Properties
- energy above the lowest of the compared OMol25 structures with the same formula, charge and spin (eV) = 4.842
- LUMO (eV) = 0.61
- SMILES string = [H]/N=N/N(C)N.C=N
- frontier orbital gap (eV) = 8.927
- strongest force on any atom (eV/A) = 4.61
- total charge = 0
- E_HOMO (eV) = -8.32

Here is a single C2H5NO2 molecule in a non-equilibrium geometry from the OMol25 dataset. Energies are from ωB97M-V/def2-TZVPD.

The geometry in XYZ format:
```
10
Properties=species:S:1:pos:R:3:nbo_charge:R:1
C -1.13866 0.19942 0.81776 -0.412
N -0.34984 0.39550 -0.38433 -0.680
C 0.92942 -0.06172 -0.43344 0.867
O 1.22664 -0.81515 -1.55316 -0.676
O 1.80257 0.32261 0.41671 -0.641
H -0.56827 -0.44827 1.58161 0.218
H -2.04980 -0.25877 0.54184 0.205
H -1.15869 1.09434 1.45269 0.201
H -0.81446 0.73686 -1.29256 0.411
H 2.12109 -1.16483 -1.14711 0.507
```

Properties
- energy above the lowest of the compared OMol25 structures with the same formula, charge and spin (eV) = 1.215
- LUMO (eV) = 0.73
- SMILES string = CNC(=O)O
- frontier orbital gap (eV) = 10.309
- strongest force on any atom (eV/A) = 4.61
- total charge = 0
- E_HOMO (eV) = -9.58

Here is 2 unconnected molecules or ions with the total composition C16H26BrF9N2O in a non-equilibrium geometry from the OMol25 dataset. Energies are from ωB97M-V/def2-TZVPD.

The geometry in XYZ format:
```
55
Properties=species:S:1:pos:R:3:nbo_charge:R:1
N 0.48084 -3.43445 3.73286 -0.875
C -0.53917 -4.34345 3.13202 -0.229
C 0.04570 -5.15110 1.88553 -0.410
C -0.15920 -4.44086 0.46866 -0.401
C 0.36698 -2.91695 0.41924 -0.415
C -0.84273 -1.94929 0.82391 -0.448
C -0.76062 -0.50047 0.09900 -0.413
C -2.26261 0.04119 -0.03747 -0.451
C -3.18183 -0.16391 1.27178 -0.469
C -4.32825 -1.25173 1.02692 -0.391
Br -5.57908 -0.48644 -0.35619 -0.088
C 0.12744 0.48335 0.99390 0.578
F -0.22098 0.48798 2.39078 -0.400
F 1.46289 -0.07716 0.93333 -0.381
C 0.23793 1.93327 0.34298 0.597
F -0.07186 1.96590 -1.03527 -0.328
F 1.62749 2.30984 0.42151 -0.365
C -0.64046 3.07153 1.03710 0.573
F -1.86015 2.64504 1.55086 -0.284
F -0.96349 4.00783 0.00281 -0.337
C 0.18455 3.95160 2.11748 0.937
F 1.01240 4.88002 1.44464 -0.325
F 0.89186 3.18521 3.02355 -0.287
F -0.78850 4.75596 2.75733 -0.320
H 0.22767 -2.45184 3.59474 0.372
H 0.64470 -3.64311 4.72779 0.360
H -0.81001 -5.11919 3.92800 0.178
H -1.48419 -3.75486 2.90447 0.192
H -0.54429 -6.13782 1.83648 0.189
H 1.12378 -5.44607 2.10664 0.209
H -1.23925 -4.55852 0.11341 0.192
H 0.48023 -5.01894 -0.28506 0.194
H 0.79382 -2.70160 -0.61926 0.214
H 1.16740 -2.82751 1.21971 0.216
H -1.02201 -1.86812 1.94780 0.169
H -1.79279 -2.42929 0.38594 0.184
H -2.73063 -0.54453 -0.91019 0.205
H -2.29565 1.13803 -0.38038 0.192
H -3.72620 0.83565 1.43506 0.210
H -2.58255 -0.34195 2.22353 0.229
H -3.95724 -2.22741 0.58438 0.220
H -4.97598 -1.43961 1.94181 0.217
C 3.59846 3.14368 -5.86833 -0.736
C 3.42132 2.30738 -4.64415 0.688
O 3.48086 1.11027 -4.58802 -0.434
N 3.23378 2.92094 -3.34218 -0.566
C 1.85828 3.45411 -3.12487 -0.426
H 3.57605 2.50208 -6.74784 0.284
H 2.78832 3.87129 -5.94911 0.252
H 4.55820 3.66280 -5.82136 0.260
H 3.91666 3.67482 -3.23032 0.438
H 3.41916 2.14804 -2.69031 0.476
H 1.68039 4.26910 -3.82594 0.222
H 1.80956 3.82490 -2.10146 0.267
H 1.14302 2.64440 -3.26823 0.268
```

Properties
- LUMO (eV) = -1.84
- frontier orbital gap (eV) = 3.110
- strongest force on any atom (eV/A) = 4.96
- total charge = 0
- E_HOMO (eV) = -4.95